ORCA calculation (ωB97M-V with the def2-TZVPD basis set) on a cluster of 2 separate species, C4H9NS in total at a distorted geometry.

Cartesian coordinates (Å):
H1 -1.83 -0.23 0.40
H2 -0.93 -0.63 1.70
H3 -0.12 -0.34 -2.05
C1 1.10 0.56 0.31
H4 -0.42 -2.02 -1.50
H5 -0.19 1.05 2.21
H6 0.95 2.25 2.06
C2 0.30 -0.56 -0.04
C3 0.28 -1.16 -1.49
C4 -0.97 -0.89 0.65
N1 0.06 1.90 1.63
H7 -1.31 -1.91 0.58
S1 1.77 -0.86 1.13
H8 1.73 1.15 -0.24
H9 1.27 -1.43 -1.76

The calculation puts the energy above the lowest of the compared OMol25 structures with the same formula, charge and spin at 3.592 eV. The calculated total energy comes out at -16615.8620 eV. The value obtained for the HOMO energy (spin up / spin down) is -0.316 / -0.316 Eh. For the LUMO energy (spin up / spin down), the calculation gives 0.46 / 0.46 eV. For the gap between HOMO and LUMO (spin up / spin down), the calculation gives 9.08 / 9.07 eV.

natural (NBO) atomic charge list, values in e, 2 entries: H 0.23; H 0.22